Record 1
C4H7FO in the gas phase at a distorted geometry. Source: the OMol25 dataset; level of theory: wB97M-V/def2-TZVPD.

## Properties
SMILES = C=C[C@H](F)CO
calculated total energy = -331.66539 a.u.
energy relative to the best compared isomer or geometry (same formula, charge and spin) = 27.6 kcal per mole
HOMO level = -0.37980 Ha
charge = 0

XYZ file:
```
13
Properties=species:S:1:pos:R:3:forces:R:3
O -0.770120 -0.169061 1.995894 0.6 -0.4 -1.1
C 0.365604 0.386808 1.325743 0.5 2.6 2.6
H -0.716253 -1.111319 1.746779 -0.3 0.4 0.3
C -0.459429 0.506273 -1.145006 -0.7 -1.6 1.8
C 0.528827 -0.011861 -0.089842 -0.1 0.1 -1.3
H 0.992915 1.168887 -2.520685 -0.1 -0.4 -0.1
H -0.800974 1.158772 -3.107088 0.9 -0.3 0.7
H -1.542050 0.243617 -0.898750 1.5 0.6 -0.5
H 1.585468 0.192410 -0.401162 -0.8 -0.3 0.1
H 1.298060 0.143377 1.948943 -1.0 0.2 -1.1
C -0.041628 0.889531 -2.327249 -1.1 1.5 -1.2
H 0.263025 1.541540 1.381959 0.1 -1.8 -0.1
F 0.302280 -1.401035 -0.077669 0.5 -0.5 -0.2
```
Forces are in eV/Å.



Record 2
C4H7FO in the gas phase at a distorted geometry. Source: the OMol25 dataset; level of theory: wB97M-V/def2-TZVPD.

## Properties
SMILES = O[C@H]1C[C@H](F)C1
calculated total energy = -331.65730 a.u.
energy relative to the best compared isomer or geometry (same formula, charge and spin) = 32.7 kcal per mole
HOMO level = -0.37557 Ha
charge = 0

XYZ file:
```
13
Properties=species:S:1:pos:R:3:forces:R:3
H 1.484527 -1.886205 1.504677 -0.9 1.7 -0.4
H -1.935883 -0.775951 0.668600 1.6 1.1 -1.3
O 1.030352 -0.993828 1.500636 1.1 -1.3 -0.2
H -1.093044 1.781523 -0.893802 -0.2 -0.2 0.2
C 0.809102 0.616328 -0.443650 0.5 1.1 0.3
C 0.436163 -0.646567 0.260557 -2.2 -2.8 0.6
C -0.714953 0.759416 -0.824862 1.3 1.1 -0.3
F -0.885890 0.221421 -2.083941 -0.5 -0.7 -0.1
H 0.312492 -1.571829 -0.449031 0.6 1.7 1.2
C -1.025411 -0.078054 0.421076 -1.0 -2.0 -0.2
H 1.600228 0.563242 -1.219014 -0.7 0.3 0.3
H -1.096974 0.647174 1.196878 0.5 0.6 0.9
H 1.079292 1.363329 0.361874 -0.2 -0.6 -1.0
```
Forces are in eV/Å.



Record 3
C4H7FO2 in the gas phase at a distorted geometry. Source: the OMol25 dataset; level of theory: wB97M-V/def2-TZVPD.

## Properties
SMILES = CCO[C@H](F)C=O
calculated total energy = -406.90215 a.u.
energy relative to the best compared isomer or geometry (same formula, charge and spin) = 39.4 kcal per mole
HOMO level = -0.34737 Ha
charge = 0

XYZ file:
```
14
Properties=species:S:1:pos:R:3:forces:R:3
H 0.823547 1.791406 -0.441201 0.0 0.1 0.0
H -1.475086 -0.421495 3.499603 -0.3 0.3 0.3
C -0.366903 0.006116 -0.500768 0.0 0.1 -0.2
H 0.574757 1.130323 -2.061060 0.0 0.0 -0.1
C 0.760254 0.875614 -1.021737 -0.3 -0.2 0.3
H 1.707229 0.354282 -0.944689 0.2 -0.1 0.0
H -1.339061 0.480011 -0.674360 0.1 -0.1 0.0
O -0.207909 -0.181658 0.917080 0.0 0.2 -0.2
F -2.039986 -1.508684 1.050469 -0.2 0.1 -0.2
H -0.185134 -2.258906 1.103168 0.1 0.2 -0.1
C -0.778926 -1.212198 3.217866 0.6 -0.3 -4.3
H -0.363753 -0.969276 -1.000333 0.0 0.0 0.1
O -0.145652 -1.917107 3.916479 0.1 -0.2 0.5
C -0.712176 -1.339651 1.387586 -0.3 -0.2 3.9
```
Forces are in eV/Å.



Record 4
A molecular structure, C4H7FS at a distorted geometry. Source: the OMol25 dataset; level of theory: wB97M-V/def2-TZVPD.

## Properties
calculated total energy = -654.53212 a.u.
energy relative to the best compared isomer or geometry (same formula, charge and spin) = 83.4 kcal per mole
HOMO level = -0.32294 Ha
charge = 0

XYZ file:
```
13
Properties=species:S:1:pos:R:3:forces:R:3
H -1.796916 0.786292 1.531685 0.8 0.4 -1.0
C -0.482024 -0.009897 -0.167507 3.2 1.7 2.4
C -0.003826 -0.306497 1.284083 2.7 -3.3 -1.4
H -0.192465 1.819144 1.194638 -1.8 -1.6 -0.8
S 1.468613 -0.873652 -1.862648 -0.7 -6.3 0.2
H 0.102330 0.886936 -1.992616 -0.7 0.6 -0.3
H -0.471699 -1.181188 1.677306 -0.3 -0.4 0.5
F -1.360723 -0.763999 -0.770737 -2.3 -1.4 -0.5
H 1.411027 1.005572 -0.873140 -0.7 0.6 1.0
H 0.452426 -2.243012 -1.288654 2.4 3.1 -1.5
H 1.114702 -0.337477 1.417701 -1.4 0.5 0.0
C -0.805498 0.833695 1.016833 -0.6 4.1 1.2
C 0.564053 0.384084 -1.166943 -0.5 2.1 0.3
```
Forces are in eV/Å.